Record 1
A cluster of 9 separate species, C9H36N18O9 in total. Source: OMol25; level of theory: ωB97M-V/def2-TZVPD.

Results
- Energy: -2027.61776 a.u.
- Energy relative to the best compared isomer or geometry (same formula, charge and spin): 274.4 kJ/mol
- SMILES: NC(N)=O.NC(N)=O.NC(N)=O.NC(N)=O.NC(N)=O.NC(N)=O.NC(N)=O.NC(N)=O.NC(N)=O
- Highest occupied orbital energy: -8.9 eV
- Frontier orbital gap: 8.9927 eV

```
! RIJCOSX wB97M-V def2-TZVPD def2/J DEFGRID3
* xyz 0 1
N -10.6756 -0.0831 -2.8944
C -10.0904 -1.2408 -2.8788
N -10.8821 -2.2319 -3.2086
O -8.8949 -1.3721 -2.5768
H -10.2734 0.6919 -2.3876
H -11.4445 0.1180 -3.5162
H -10.7009 -3.1815 -2.9207
H -11.8113 -1.9658 -3.4978
N -13.4691 6.5245 -1.7426
C -12.6301 5.5094 -1.4884
N -13.1861 4.3359 -1.4842
O -11.4472 5.6277 -1.5755
H -14.4597 6.5549 -1.5544
H -13.0485 7.3938 -2.0342
H -14.1894 4.2329 -1.5049
H -12.5822 3.5287 -1.4390
N -9.0957 10.1771 -2.4889
C -9.0468 8.8662 -2.4483
N -10.1763 8.3043 -2.6830
O -8.0145 8.2337 -2.5353
H -9.8684 10.4578 -3.0738
H -8.2295 10.6930 -2.4540
H -10.9911 8.8571 -2.9017
H -10.1950 7.2989 -2.7731
N -5.6086 1.5780 -4.9936
C -4.2930 1.6666 -4.8108
N -3.9317 2.8490 -4.3295
O -3.5382 0.7707 -5.0830
H -5.9527 0.7304 -5.4195
H -6.1199 2.4430 -4.9047
H -4.6647 3.4054 -3.9116
H -2.9540 3.0847 -4.2505
N -8.7945 8.8673 1.8599
C -9.8929 8.5931 1.1659
N -9.9272 7.3487 0.7213
O -10.7789 9.3757 1.0179
H -8.7718 9.7258 2.3889
H -7.9790 8.2738 1.8231
H -9.0630 6.8241 0.6903
H -10.6894 6.9107 0.2263
N -8.5822 2.2692 -5.7799
C -8.8039 1.2965 -6.5656
N -9.1350 0.1894 -5.8631
O -8.8586 1.4248 -7.7844
H -8.4971 3.2376 -6.0494
H -8.6431 2.1297 -4.7807
H -9.4592 -0.5742 -6.4374
H -9.2869 0.2348 -4.8665
N -6.4434 6.4675 -0.9433
C -6.5760 5.8677 0.1650
N -5.7880 4.7830 0.2126
O -7.4362 6.1314 1.0260
H -5.9093 6.0224 -1.6775
H -7.1330 7.1703 -1.1715
H -5.0088 4.5744 -0.3939
H -5.7656 4.2076 1.0416
N -4.8139 5.5765 -5.3161
C -5.2786 5.8966 -4.1275
N -5.8003 7.1106 -4.0877
O -5.3822 5.1258 -3.1740
H -4.4396 4.6379 -5.3246
H -4.5146 6.2193 -6.0335
H -6.4041 7.3830 -3.3253
H -5.7850 7.5498 -4.9958
N -7.2169 3.1636 -2.4626
C -8.5229 3.3100 -2.4349
N -8.8844 4.3618 -1.6617
O -9.3453 2.6235 -3.0102
H -6.6243 3.9351 -2.1897
H -6.8343 2.3335 -2.8913
H -9.8715 4.5788 -1.6707
H -8.2579 4.8495 -1.0403
*
```


Record 2
The molecule CN2O3S. Source: OMol25; level of theory: ωB97M-V/def2-TZVPD.

Results
- Energy: -771.25135 a.u.
- Energy relative to the best compared isomer or geometry (same formula, charge and spin): 353.7 kJ/mol
- Highest occupied orbital energy (alpha / beta): -9.3 / -9.5 eV
- Frontier orbital gap (alpha / beta): 7.6723 / 8.0577 eV

```
! RIJCOSX wB97M-V def2-TZVPD def2/J DEFGRID3
* xyz 0 1
C 0.5588 -0.3749 -0.4405
N -0.4521 -0.7014 0.3339
N 0.9734 0.6822 -0.7532
O -1.3182 -1.6986 0.4913
O -0.9415 1.7833 1.1548
O 1.5842 1.5775 -1.1370
S -1.3333 0.4790 1.3490
*
```


Record 3
The molecule C3H6N2O2. Source: OMol25; level of theory: ωB97M-V/def2-TZVPD.

Results
- Energy: -377.86625 a.u.
- Energy relative to the best compared isomer or geometry (same formula, charge and spin): 244.4 kJ/mol
- SMILES: [H]/N=C(/NC=O)OC
- Highest occupied orbital energy: -10.2 eV
- Frontier orbital gap: 10.8701 eV

```
! RIJCOSX wB97M-V def2-TZVPD def2/J DEFGRID3
* xyz 0 1
H 0.8542 -0.3741 -1.9949
N 1.2836 -0.0946 -1.1155
C 0.4896 -0.2954 -0.1609
N 0.6276 -0.1410 1.1936
C 1.8221 0.1825 1.8547
O 1.9593 0.3055 3.0458
O -0.8457 -0.7807 -0.2097
C -1.8020 0.1532 -0.6954
H -0.3670 -0.4835 1.3690
H 2.6606 0.3274 1.1431
H -2.7951 -0.2583 -0.4926
H -1.6488 0.2551 -1.7682
H -1.7121 1.1316 -0.2011
*
```


Record 4
A cluster of 3 separate species, C3H4BrF in total. Source: OMol25; level of theory: ωB97M-V/def2-TZVPD.

Results
- Energy: -2790.37230 a.u.
- Energy relative to the best compared isomer or geometry (same formula, charge and spin): 503.0 kJ/mol
- Highest occupied orbital energy: -9.2 eV
- Frontier orbital gap: 9.8450 eV

```
! RIJCOSX wB97M-V def2-TZVPD def2/J DEFGRID3
* xyz 0 1
C -0.3370 0.1669 -1.3345
C -0.1978 1.1458 -2.0666
C 0.3122 -0.3481 1.4080
F -0.1055 2.3162 -2.6231
Br -0.1336 -2.1631 1.8020
H 0.3946 -0.7584 0.0131
H -0.7019 -0.5119 -0.6458
H -0.5221 0.2932 1.5947
H 1.2910 -0.1405 1.8521
*
```


Record 5
The molecule C3H3ClOS. Source: OMol25; level of theory: ωB97M-V/def2-TZVPD.

Results
- Energy: -1049.66793 a.u.
- Energy relative to the best compared isomer or geometry (same formula, charge and spin): 122.0 kJ/mol
- SMILES: O=C(S)/C=C/Cl
- Highest occupied orbital energy: -10.0 eV
- Frontier orbital gap: 10.0037 eV

```
! RIJCOSX wB97M-V def2-TZVPD def2/J DEFGRID3
* xyz 0 1
O 1.2066 1.5867 -0.0754
C 1.1122 0.4146 -0.1214
S 2.5385 -0.5805 0.0559
C -0.2640 -0.3642 -0.2339
C -1.2924 0.4425 0.1711
Cl -2.8209 -0.2793 0.0002
H 1.8996 -1.8158 0.5347
H -0.2926 -1.3917 -0.4511
H -1.2548 1.5925 0.7268
*
```


Record 6
A structure of composition H6O3. Source: OMol25; level of theory: ωB97M-V/def2-TZVPD.

Results
- Energy: -229.22731 a.u.
- Energy relative to the best compared isomer or geometry (same formula, charge and spin): 256.7 kJ/mol
- Highest occupied orbital energy: -9.2 eV
- Frontier orbital gap: 9.2274 eV

```
! RIJCOSX wB97M-V def2-TZVPD def2/J DEFGRID3
* xyz 0 1
O 0.0267 0.5836 0.3609
H 0.5645 -0.2010 0.4678
H -0.8524 0.3095 0.6224
O -0.2637 1.8278 -1.4129
H -1.2165 1.8604 -1.3267
H 0.0014 1.0873 -0.8673
O 0.4951 -1.4413 0.7130
H 0.2400 -2.0888 1.3703
H 1.0049 -1.9375 0.0726
*
```